Record 1
{"formula": "C11H18O3S", "method": "ωB97M-V/def2-TZVPD", "de_lowest_ev": 2.704, "lumo_ev": -0.4, "homo_lumo_gap_ha": 0.343, "total_charge": 0, "smiles": "C=CC(=O)[C@@](C)(C=S(=O)=O)CCCCC", "e_homo_ha": -0.35930, "elements": ["C", "C", "C", "C", "C", "C", "C", "C", "C", "C", "C", "O", "O", "O", "S", "H", "H", "H", "H", "H", "H", "H", "H", "H", "H", "H", "H", "H", "H", "H", "H", "H", "H"], "coordinates": [[3.36521, -3.06972, -1.22100], [3.03884, -1.81652, -0.89764], [3.20999, 1.21052, -0.49500], [2.65252, -1.32026, 0.50099], [-3.99805, 0.93991, -0.34568], [1.91545, 0.61006, 1.96445], [-2.51777, 0.97886, 0.04145], [-1.66906, -0.18265, -0.53444], [-0.44926, -0.46885, 0.33302], [0.66825, 0.42541, -0.19034], [2.03760, 0.10457, 0.50852], [2.78002, -1.98123, 1.47884], [5.84585, 1.80182, -0.62699], [5.21409, -0.39995, 0.09769], [4.77651, 0.94008, -0.18999], [3.57805, -3.34163, -2.25122], [3.29661, -3.91522, -0.49187], [3.26693, -0.91923, -1.60988], [2.77845, 2.28402, -0.65688], [-4.68029, 0.49849, 0.30638], [-3.99352, 0.29407, -1.31064], [-4.48040, 1.86523, -0.59469], [2.84652, 0.96153, 2.52742], [1.66996, -0.31424, 2.62493], [1.13840, 1.27702, 2.21976], [-2.20822, 2.10013, -0.23901], [-2.43978, 1.08161, 1.12943], [-2.41888, -0.95648, -0.67009], [-1.47416, 0.01570, -1.55759], [-0.70319, -0.26628, 1.32806], [-0.26576, -1.48412, 0.33031], [0.39428, 1.43978, 0.01033], [0.83158, 0.35616, -1.21203]]}

Record 2
{"formula": "C3H4N2O", "method": "ωB97M-V/def2-TZVPD", "de_lowest_ev": 4.718, "lumo_ev": 0.0, "homo_lumo_gap_ha": 0.292, "total_charge": 0, "e_homo_ha": -0.29127, "elements": ["N", "C", "C", "N", "C", "O", "H", "H", "H", "H"], "coordinates": [[-0.46212, 0.25825, 1.52387], [-0.06776, 0.04414, 0.15110], [0.76063, -1.00424, 0.00231], [0.99471, -0.98207, -1.41101], [0.32227, 0.00843, -1.87945], [-0.40287, 0.74511, -0.96788], [-0.12532, 1.10572, 1.99118], [-1.44439, 0.10033, 1.76873], [0.17156, -0.61685, 1.72720], [0.25328, 0.34119, -2.90605]]}

Record 3
{"formula": "C5H5NO", "method": "ωB97M-V/def2-TZVPD", "de_lowest_ev": 3.909, "lumo_ev": 0.0, "homo_lumo_gap_ha": 0.378, "total_charge": 0, "smiles": "C#CC(=O)[C@H]1CN1", "e_homo_ha": -0.37863, "elements": ["O", "C", "C", "C", "C", "C", "N", "H", "H", "H", "H", "H"], "coordinates": [[1.05037, -0.43332, 1.24302], [0.00687, -0.12759, 0.69607], [-1.00131, 0.49466, 1.50098], [-1.59719, 0.97067, 2.43387], [-0.30556, -0.32075, -0.72277], [0.75240, 0.17704, -1.64279], [0.53295, -1.24403, -1.46511], [-1.31514, 1.08404, 3.44737], [-1.36705, -0.22860, -0.93845], [1.62256, 0.64209, -1.17765], [0.41489, 0.59118, -2.58733], [1.20621, -1.60538, -0.78722]]}

Record 4
{"formula": "C9H11NO2P", "method": "ωB97M-V/def2-TZVPD", "de_lowest_ev": 0.983, "lumo_ev": [2.5, 3.4], "homo_lumo_gap_ha": [0.173, 0.239], "total_charge": -1, "e_homo_ha": [-0.07938, -0.11468], "elements": ["C", "C", "C", "C", "C", "C", "C", "C", "C", "N", "O", "O", "P", "H", "H", "H", "H", "H", "H", "H", "H", "H", "H", "H"], "coordinates": [[-3.53624, 1.93639, -0.05035], [-2.57811, 1.61260, -1.01864], [-3.52458, 1.01589, 1.09535], [-1.66107, 0.64940, -0.88664], [-2.60601, -0.03529, 1.22067], [-1.60459, -0.20968, 0.26174], [4.51994, 0.72068, -1.00532], [0.49844, -1.51072, 0.27394], [0.89947, -2.87240, -0.37394], [-0.66096, -1.12543, 0.23856], [2.88865, 1.97987, 0.81093], [3.59196, -0.42686, 1.29640], [3.17327, 0.68225, 0.15899], [-4.28091, 2.74192, -0.18385], [-2.54964, 2.27068, -1.89291], [-4.10853, 1.17987, 2.05437], [-0.86569, 0.46311, -1.58769], [-2.70695, -0.54836, 2.09524], [4.42061, 1.42638, -1.79959], [5.03528, -0.18425, -1.12527], [0.07528, -3.28974, -0.92285], [1.66804, -2.65492, -1.05957], [1.10061, -3.38882, 0.52690], [2.81174, -0.43254, 1.87352]]}

Record 5
{"formula": "C50H69Cl3N11O", "method": "ωB97M-V/def2-TZVPD", "spin_multiplicity": 2, "lumo_ev": [0.5, 0.0], "homo_lumo_gap_ha": [0.304, 0.288], "s2": 0.756, "total_charge": 0, "e_homo_ha": [-0.28729, -0.28728], "elements": ["C", "Cl", "Cl", "Cl", "H", "C", "C", "C", "C", "C", "C", "N", "O", "C", "C", "C", "H", "H", "H", "H", "H", "H", "H", "H", "H", "H", "H", "H", "H", "H", "H", "H", "H", "H", "N", "C", "C", "C", "C", "H", "H", "H", "H", "H", "N", "C", "C", "C", "C", "H", "H", "H", "H", "H", "N", "C", "C", "C", "C", "H", "H", "H", "H", "H", "N", "C", "C", "C", "C", "H", "H", "H", "H", "H", "N", "C", "C", "C", "C", "H", "H", "H", "H", "H", "N", "C", "C", "C", "C", "H", "H", "H", "H", "H", "N", "C", "C", "C", "C", "H", "H", "H", "H", "H", "N", "C", "C", "C", "C", "H", "H", "H", "H", "H", "N", "C", "C", "C", "C", "H", "H", "H", "H", "H", "N", "C", "C", "C", "C", "H", "H", "H", "H", "H"], "coordinates": [[1.27528, -1.62798, -7.07957], [0.96971, -2.25873, -5.47390], [-0.07552, -0.60929, -7.66026], [1.52286, -2.91703, -8.31803], [2.12810, -0.95180, -7.01970], [-4.12007, 1.65711, 0.68886], [-4.82962, 2.18188, 1.95904], [-3.68601, 2.70210, 2.93805], [-4.18985, 3.69671, 3.98312], [-5.06496, 4.79039, 3.21162], [-6.28023, 4.34524, 2.47795], [-5.81045, 3.22934, 1.59558], [-6.79012, 2.94177, 0.45410], [-7.31587, 3.99283, 3.49541], [-6.80848, 5.52054, 1.63316], [-5.57572, 1.11690, 2.76619], [-3.61572, 2.52776, 0.26970], [-4.79017, 1.21980, -0.05129], [-3.31836, 0.95003, 0.90193], [-3.28228, 1.85609, 3.49425], [-2.96904, 3.16355, 2.25900], [-3.31255, 4.14446, 4.44999], [-4.71478, 3.18393, 4.78910], [-4.45858, 5.40224, 2.54375], [-5.34817, 5.57103, 3.91766], [-6.86445, 3.46051, 4.33264], [-7.77744, 4.91807, 3.84036], [-8.16679, 3.42941, 3.11253], [-6.88082, 6.43909, 2.21552], [-6.16801, 5.63380, 0.75848], [-7.84675, 5.46077, 1.30678], [-4.88765, 0.32197, 3.05386], [-6.44898, 0.86941, 2.16264], [-5.99201, 1.54873, 3.67631], [3.27015, 2.56140, -2.14576], [4.00826, 3.72962, -1.83233], [3.58585, 4.27117, -0.63576], [2.52850, 3.49270, -0.24635], [2.26800, 2.45110, -1.17972], [3.47617, 1.94603, -2.91969], [4.84383, 4.04806, -2.43799], [4.07000, 5.13535, -0.20542], [2.03531, 3.79545, 0.66552], [1.67765, 1.56318, -1.00801], [5.63213, -0.41258, 2.37228], [4.28367, -0.55477, 2.28607], [3.74230, 0.41072, 1.38536], [4.84870, 1.22370, 1.06391], [5.97396, 0.74861, 1.69988], [6.28188, -0.99589, 2.87991], [3.76703, -1.40043, 2.71543], [2.69614, 0.45746, 1.12122], [4.88443, 2.07814, 0.40432], [7.01840, 1.01765, 1.75614], [0.76905, -1.93059, -2.09470], [1.39171, -2.30725, -0.86397], [0.89253, -1.47808, 0.09526], [-0.10776, -0.66773, -0.48478], [-0.10520, -0.91911, -1.83582], [0.94389, -2.33372, -3.00410], [2.02931, -3.16479, -0.70753], [1.25729, -1.30074, 1.09621], [-0.72058, 0.11895, -0.07007], [-0.65979, -0.33374, -2.55428], [5.11709, -1.23394, -0.85657], [4.49736, -1.61777, -1.99757], [5.22130, -2.47006, -2.71331], [6.38121, -2.75295, -1.96793], [6.23288, -2.08353, -0.73311], [4.81749, -0.62676, -0.10713], [3.54487, -1.13938, -2.17165], [5.13210, -2.79088, -3.74070], [7.22356, -3.34532, -2.29342], [6.82033, -1.97952, 0.16716], [0.96448, -6.00610, 0.01162], [0.64797, -5.89983, -1.32567], [0.72376, -7.19051, -1.80751], [1.10304, -8.13452, -0.71585], [1.16514, -7.30312, 0.41072], [1.04116, -5.25304, 0.68028], [0.47171, -4.94138, -1.79119], [0.48779, -7.52537, -2.80680], [1.27861, -9.19469, -0.82361], [1.36657, -7.49072, 1.45505], [-0.49671, 0.21091, 4.64519], [-0.96184, 1.47629, 4.51343], [-0.38203, 1.96294, 3.29040], [0.08633, 0.81823, 2.59855], [0.11147, -0.26333, 3.52959], [-0.61974, -0.39875, 5.44098], [-1.57596, 1.99228, 5.23662], [-0.52523, 2.95646, 2.89189], [0.40871, 0.86531, 1.56886], [0.42202, -1.29628, 3.47507], [-0.28472, 3.29247, -2.56273], [-1.45250, 2.60957, -2.27032], [-2.54146, 3.14350, -2.89531], [-2.03086, 4.13073, -3.73943], [-0.68365, 4.23421, -3.51685], [0.60513, 3.10560, -2.12302], [-1.41934, 1.75597, -1.60951], [-3.58653, 2.90995, -2.75503], [-2.58424, 4.70518, -4.46757], [0.04340, 4.90772, -3.94601], [2.61248, -5.76129, 3.18090], [3.47070, -4.88220, 2.62156], [2.72812, -3.77093, 2.11592], [1.46333, -3.94589, 2.56081], [1.36597, -5.19314, 3.20049], [2.79845, -6.66482, 3.59217], [4.51274, -5.14192, 2.50709], [3.05541, -2.98264, 1.45420], [0.69748, -3.22191, 2.32470], [0.46718, -5.64715, 3.59093], [-2.24171, -2.68220, 0.72414], [-2.92550, -3.86022, 0.47121], [-4.18836, -3.73668, 1.07443], [-4.20150, -2.50469, 1.71556], [-2.99117, -1.88031, 1.55295], [-1.34469, -2.45965, 0.31680], [-2.51607, -4.59158, -0.20987], [-4.97566, -4.47584, 1.06003], [-5.01590, -2.19380, 2.35313], [-2.57556, -0.94194, 1.88929], [2.85232, 2.22644, -6.13231], [3.80142, 1.24548, -6.03245], [3.34816, 0.34112, -5.09057], [2.18177, 0.83348, -4.52214], [1.81788, 1.91894, -5.23941], [2.92091, 2.98624, -6.79421], [4.66939, 1.18664, -6.67241], [3.83217, -0.59972, -4.87389], [1.57173, 0.54036, -3.68052], [0.94891, 2.56026, -5.23658]]}

Record 6
{"formula": "C21H17F2", "method": "ωB97M-V/def2-TZVPD", "de_lowest_ev": 0.000, "lumo_ev": -6.0, "homo_lumo_gap_ha": 0.181, "total_charge": 1, "e_homo_ha": -0.40327, "elements": ["C", "C", "C", "C", "C", "C", "C", "C", "H", "H", "H", "H", "H", "H", "H", "H", "F", "C", "C", "C", "C", "C", "C", "C", "C", "C", "F", "C", "C", "C", "C", "H", "H", "H", "H", "H", "H", "H", "H", "H"], "coordinates": [[-0.09109, -0.56706, -1.64700], [0.88208, 0.37482, -1.66404], [2.30906, 0.08321, -1.70348], [3.27270, 1.12267, -1.70130], [4.63671, 0.82690, -1.72897], [5.06830, -0.51021, -1.74686], [4.12391, -1.54679, -1.75763], [2.76050, -1.25336, -1.74136], [-1.13732, -0.29025, -1.71964], [0.15428, -1.63235, -1.63089], [0.60007, 1.43412, -1.64141], [2.92839, 2.16047, -1.68711], [5.37322, 1.63507, -1.74231], [6.13316, -0.74338, -1.76039], [4.44576, -2.59029, -1.78649], [2.02755, -2.05957, -1.76140], [-4.87027, -4.15582, 0.43351], [-4.20729, -2.95717, 0.47939], [-4.66305, -1.91215, -0.32403], [-3.97702, -0.71252, -0.27583], [-2.81176, -0.53333, 0.53833], [-2.11970, 0.70087, 0.38839], [-1.09850, 1.29991, 1.17403], [-0.82562, 2.68213, 0.91743], [0.19483, 3.36140, 1.55593], [0.96758, 2.65796, 2.47954], [1.98738, 3.31587, 3.11528], [0.73457, 1.32470, 2.80401], [-0.29056, 0.65138, 2.14994], [-2.43380, -1.62306, 1.37356], [-3.11715, -2.83447, 1.33676], [-5.53354, -2.03902, -0.96334], [-4.31361, 0.13246, -0.87845], [-2.52057, 1.34947, -0.39560], [-1.45522, 3.20028, 0.19235], [0.38564, 4.41281, 1.35447], [1.33741, 0.82097, 3.55649], [-0.45691, -0.38963, 2.39375], [-1.59240, -1.53212, 2.04760], [-2.80771, -3.66491, 1.96677]]}